--- 1 ---
# C4H9NOS2

One molecule with the formula C4H9NOS2 (ωB97M-V/def2-TZVPD, the Open Molecules 2025 dataset).

```
17
Properties=species:S:1:pos:R:3:nbo_charge:R:1
N -1.731 0.795 -1.018 -0.85
C -0.398 0.011 -1.164 -0.06
C 0.778 0.790 -0.354 0.13
O 1.919 0.918 -0.969 -0.68
C 0.776 -0.345 0.615 -0.39
S 0.173 0.031 2.214 -0.01
C -0.156 -1.159 -0.172 -0.45
S -1.557 -2.056 0.240 0.00
H -2.547 0.174 -0.997 0.38
H -1.787 1.385 -0.109 0.37
H -0.001 -0.355 -2.161 0.22
H 0.460 1.739 0.292 0.13
H 2.805 0.461 -0.336 0.46
H 1.783 -0.719 0.772 0.20
H 0.553 1.566 2.126 0.15
H 0.605 -2.002 -0.553 0.24
H -1.675 -1.233 1.574 0.15
```

Computed properties:
**Structure (SMILES)**: N[C@H]1[C@H](O)[C@@H](S)[C@H]1S
**Multiplicity**: 1
**E_HOMO**: -8.87 eV

--- 2 ---
# C4H9NOS2

One molecule with the formula C4H9NOS2 (ωB97M-V/def2-TZVPD, the Open Molecules 2025 dataset).

```
17
Properties=species:S:1:pos:R:3:nbo_charge:R:1
C 2.299 -0.579 -2.306 -0.72
C 0.984 -0.001 -2.758 0.68
O 0.577 -0.127 -3.894 -0.61
N 0.175 0.559 -1.803 -0.63
C 0.584 0.806 -0.431 -0.23
C 0.264 -0.326 0.563 -0.57
S -1.363 -0.178 1.328 0.09
S -1.153 0.124 3.333 -0.12
H 2.203 -1.258 -1.454 0.22
H 2.958 0.215 -1.965 0.23
H 2.713 -1.138 -3.126 0.25
H -0.675 1.011 -2.104 0.41
H 1.665 0.932 -0.395 0.20
H 0.084 1.721 -0.118 0.22
H 0.375 -1.277 0.038 0.23
H 0.995 -0.281 1.372 0.24
H -1.157 -1.139 3.799 0.12
```

Computed properties:
**Structure (SMILES)**: CC(=O)NCCSS
**Multiplicity**: 1
**E_HOMO**: -9.30 eV

--- 3 ---
# C4H9NOS2

A 2-piece molecular cluster, C4H9NOS2 overall (ωB97M-V/def2-TZVPD, the Open Molecules 2025 dataset).

```
17
Properties=species:S:1:pos:R:3:nbo_charge:R:1
C -2.055 -0.863 0.259 -0.27
C -1.461 -0.063 1.291 -0.57
C -0.471 0.328 -0.936 -0.11
C 3.389 0.989 -0.073 -0.78
N -1.119 -0.839 -0.834 -0.52
O -2.506 1.706 -0.325 -0.98
S 2.153 -0.246 0.168 -0.27
S -1.142 1.460 0.236 1.24
H -2.348 -1.900 0.510 0.22
H -3.005 -0.397 -0.084 0.24
H -2.101 0.048 2.132 0.25
H -0.479 -0.390 1.480 0.25
H 0.049 0.524 -1.810 0.24
H 3.398 1.214 -1.179 0.21
H 4.356 0.597 0.163 0.22
H 3.299 1.958 0.522 0.21
H -0.874 -1.644 -1.331 0.42
```

Computed properties:
**Multiplicity**: 1
**E_HOMO (alpha / beta)**: -7.89 / -7.32 eV

Least stable = 1

--- 1 ---
# C40H72BF5NO5

A 6-piece molecular cluster, C40H72BF5NO5 overall (ωB97M-V/def2-TZVPD, the Open Molecules 2025 dataset).

```
124
Properties=species:S:1:pos:R:3:lowdin_charge:R:1
C -6.923 1.902 -7.268 -0.12
C -6.208 0.686 -6.688 -0.27
C -4.845 0.434 -7.325 -0.23
C -4.154 -0.757 -6.666 -0.22
C -2.746 -1.009 -7.237 -0.21
C -1.707 -0.339 -6.340 -0.22
C -1.380 -1.219 -5.126 -0.21
C -0.797 -0.425 -3.938 -0.20
C 0.630 -0.834 -3.526 -0.20
C 1.540 0.380 -3.248 -0.22
C 2.640 0.086 -2.233 -0.21
C 2.182 0.265 -0.768 -0.20
C 3.128 1.161 0.062 -0.21
C 4.185 0.303 0.786 -0.22
C 3.673 -0.144 2.181 -0.16
B 4.585 0.397 3.428 -0.50
C 4.260 -0.386 4.837 -0.20
N 4.318 -1.873 4.695 -0.14
C 2.993 -2.473 4.901 -0.15
C 4.507 2.011 3.692 -0.40
F 4.659 2.796 2.551 0.03
F 5.590 2.385 4.496 -0.01
C 3.272 2.526 4.402 -0.10
C 3.360 3.217 5.613 0.00
C 2.215 3.697 6.257 -0.06
C 0.950 3.494 5.710 -0.02
C 0.851 2.800 4.501 -0.12
C -0.493 2.555 3.899 -0.60
F -0.466 1.727 2.851 0.14
F -1.088 3.680 3.474 0.13
F -1.337 2.003 4.792 0.12
C 1.996 2.339 3.857 0.06
H -6.440 2.810 -6.918 0.07
H -6.954 1.883 -8.354 0.07
H -7.945 1.921 -6.892 0.06
H -6.029 0.847 -5.626 0.10
H -6.824 -0.203 -6.791 0.11
H -4.959 0.220 -8.388 0.11
H -4.231 1.329 -7.225 0.11
H -4.038 -0.541 -5.605 0.11
H -4.785 -1.632 -6.785 0.09
H -2.688 -0.652 -8.264 0.10
H -2.582 -2.080 -7.264 0.08
H -0.771 -0.135 -6.859 0.11
H -2.095 0.615 -5.983 0.10
H -2.276 -1.747 -4.800 0.10
H -0.678 -1.979 -5.465 0.10
H -0.781 0.626 -4.219 0.09
H -1.468 -0.498 -3.085 0.11
H 0.621 -1.500 -2.667 0.11
H 1.059 -1.378 -4.364 0.10
H 0.917 1.205 -2.910 0.10
H 1.991 0.672 -4.196 0.10
H 3.480 0.749 -2.436 0.10
H 3.007 -0.927 -2.395 0.11
H 1.172 0.673 -0.781 0.10
H 2.167 -0.714 -0.296 0.10
H 3.598 1.867 -0.624 0.09
H 2.519 1.693 0.786 0.09
H 4.417 -0.555 0.160 0.10
H 5.065 0.928 0.923 0.08
H 2.603 0.076 2.253 0.07
H 3.744 -1.233 2.224 0.08
H 5.756 0.143 3.156 0.11
H 5.034 -0.088 5.550 0.09
H 3.287 -0.111 5.266 0.08
H 4.884 -2.231 5.453 0.07
H 2.273 -2.020 4.226 0.07
H 3.027 -3.553 4.785 0.04
H 2.640 -2.247 5.921 0.07
H 4.310 3.394 6.088 0.11
H 2.305 4.241 7.185 0.10
H 0.057 3.866 6.190 0.09
H 1.904 1.823 2.915 0.10
C 4.523 -7.111 5.586 -0.03
C 3.131 -6.527 5.537 -0.50
O 2.769 -5.835 4.618 0.07
C 2.215 -6.844 6.697 -0.03
H 5.074 -6.805 4.700 0.08
H 5.048 -6.754 6.474 0.08
H 4.471 -8.201 5.619 0.08
H 2.650 -6.476 7.628 0.08
H 2.069 -7.923 6.775 0.08
H 1.253 -6.362 6.539 0.08
C -3.104 4.273 9.367 -0.03
C -2.371 5.069 8.313 -0.50
O -1.167 5.052 8.231 0.07
C -3.217 5.885 7.363 -0.02
H -2.384 3.734 9.978 0.08
H -3.686 4.941 10.004 0.08
H -3.778 3.558 8.893 0.08
H -3.803 6.618 7.919 0.08
H -3.895 5.231 6.812 0.08
H -2.571 6.403 6.658 0.08
C -3.591 -6.387 -6.981 -0.02
C -4.117 -5.135 -6.319 -0.49
O -3.871 -4.037 -6.757 0.07
C -4.962 -5.319 -5.082 -0.02
H -3.002 -6.116 -7.853 0.08
H -2.963 -6.943 -6.283 0.08
H -4.422 -7.022 -7.293 0.08
H -4.387 -5.833 -4.309 0.09
H -5.847 -5.912 -5.318 0.08
H -5.272 -4.347 -4.707 0.08
C 8.624 1.338 -0.105 -0.02
C 7.839 1.399 -1.391 -0.51
O 7.573 0.402 -2.021 0.06
C 7.393 2.765 -1.856 -0.03
H 8.872 0.302 0.117 0.08
H 9.546 1.915 -0.200 0.08
H 8.029 1.743 0.716 0.09
H 8.261 3.404 -2.030 0.08
H 6.754 3.224 -1.100 0.09
H 6.832 2.665 -2.783 0.08
C -7.044 1.375 -1.287 -0.02
C -7.812 1.378 -2.587 -0.51
O -8.170 0.352 -3.117 0.06
C -8.115 2.727 -3.198 -0.03
H -6.894 0.350 -0.958 0.08
H -6.073 1.852 -1.425 0.09
H -7.600 1.919 -0.522 0.08
H -7.184 3.256 -3.411 0.08
H -8.720 3.321 -2.511 0.08
H -8.665 2.585 -4.125 0.07
```

Computed properties:
**Multiplicity**: 1
**E_HOMO**: -4.42 eV
**Net charge**: -1

--- 2 ---
# C40H72BF5NO5

A 6-piece molecular cluster, C40H72BF5NO5 overall (ωB97M-V/def2-TZVPD, the Open Molecules 2025 dataset).

```
124
Properties=species:S:1:pos:R:3:lowdin_charge:R:1
C 9.869 -2.665 -1.585 -0.12
C 9.045 -1.873 -0.575 -0.28
C 8.775 -0.435 -1.000 -0.24
C 7.893 0.314 -0.006 -0.22
C 7.559 1.745 -0.454 -0.21
C 6.216 1.796 -1.181 -0.22
C 5.036 1.849 -0.203 -0.21
C 3.694 1.402 -0.809 -0.20
C 2.574 2.455 -0.817 -0.21
C 1.742 2.469 -2.109 -0.23
C 0.304 2.939 -1.892 -0.21
C -0.638 1.823 -1.390 -0.20
C -1.940 1.693 -2.201 -0.21
C -3.075 2.549 -1.619 -0.22
C -3.897 1.822 -0.529 -0.16
B -5.479 1.633 -0.907 -0.50
C -6.385 1.170 0.379 -0.20
N -6.194 2.055 1.565 -0.14
C -5.499 1.378 2.654 -0.16
C -5.785 0.598 -2.145 -0.38
F -4.984 0.810 -3.280 0.02
F -7.085 0.820 -2.628 -0.01
C -5.701 -0.888 -1.856 -0.11
C -6.786 -1.731 -2.015 -0.01
C -6.685 -3.088 -1.741 -0.06
C -5.499 -3.626 -1.303 -0.03
C -4.406 -2.784 -1.144 -0.12
C -3.120 -3.377 -0.669 -0.54
F -2.177 -2.456 -0.382 0.13
F -2.569 -4.227 -1.589 0.11
F -3.288 -4.140 0.453 0.11
C -4.501 -1.435 -1.421 0.06
H 9.267 -2.885 -2.467 0.07
H 10.768 -2.128 -1.885 0.07
H 10.169 -3.621 -1.153 0.06
H 8.077 -2.365 -0.447 0.10
H 9.536 -1.875 0.400 0.11
H 9.723 0.103 -1.102 0.11
H 8.294 -0.441 -1.983 0.11
H 6.953 -0.237 0.092 0.11
H 8.382 0.321 0.967 0.10
H 8.364 2.124 -1.088 0.10
H 7.519 2.385 0.427 0.09
H 6.149 2.661 -1.844 0.11
H 6.113 0.906 -1.809 0.10
H 5.277 1.236 0.668 0.10
H 4.952 2.875 0.161 0.10
H 3.870 1.094 -1.843 0.10
H 3.347 0.510 -0.286 0.11
H 1.908 2.315 0.036 0.11
H 3.040 3.437 -0.702 0.10
H 1.740 1.463 -2.536 0.10
H 2.240 3.123 -2.830 0.11
H -0.082 3.352 -2.826 0.10
H 0.315 3.769 -1.181 0.11
H -0.090 0.879 -1.396 0.10
H -0.919 2.038 -0.357 0.11
H -1.730 1.988 -3.232 0.10
H -2.241 0.645 -2.194 0.09
H -2.631 3.465 -1.221 0.10
H -3.747 2.805 -2.439 0.08
H -3.371 0.900 -0.250 0.08
H -3.896 2.430 0.380 0.08
H -5.902 2.730 -1.278 0.11
H -7.440 1.220 0.086 0.09
H -6.194 0.129 0.684 0.09
H -7.114 2.288 1.915 0.08
H -4.540 1.008 2.295 0.07
H -5.348 2.056 3.494 0.04
H -6.059 0.498 3.017 0.07
H -7.734 -1.336 -2.345 0.11
H -7.543 -3.733 -1.877 0.10
H -5.408 -4.682 -1.092 0.10
H -3.642 -0.797 -1.302 0.10
C -6.634 4.706 6.205 -0.03
C -5.770 3.468 6.273 -0.51
O -4.864 3.286 5.500 0.07
C -6.108 2.463 7.351 -0.03
H -6.295 5.340 5.389 0.08
H -7.675 4.427 6.037 0.08
H -6.576 5.257 7.146 0.08
H -7.132 2.108 7.222 0.08
H -6.031 2.928 8.336 0.08
H -5.423 1.622 7.291 0.08
C -6.058 -8.546 0.997 -0.03
C -5.742 -7.967 -0.362 -0.50
O -6.409 -7.087 -0.847 0.07
C -4.541 -8.537 -1.079 -0.02
H -6.935 -8.052 1.408 0.08
H -6.248 -9.618 0.913 0.08
H -5.211 -8.402 1.670 0.08
H -4.674 -9.608 -1.241 0.08
H -3.643 -8.392 -0.477 0.08
H -4.417 -8.037 -2.037 0.08
C 7.940 3.459 4.783 -0.02
C 7.669 2.174 4.037 -0.49
O 7.888 2.068 2.855 0.07
C 7.106 1.027 4.842 -0.02
H 8.339 4.202 4.097 0.08
H 7.018 3.834 5.229 0.08
H 8.658 3.282 5.586 0.08
H 6.154 1.317 5.290 0.09
H 7.793 0.762 5.648 0.08
H 6.955 0.167 4.196 0.08
C -5.018 5.476 -4.476 -0.02
C -3.530 5.486 -4.721 -0.51
O -2.775 6.136 -4.038 0.06
C -3.025 4.629 -5.859 -0.03
H -5.250 6.112 -3.626 0.08
H -5.547 5.838 -5.361 0.08
H -5.355 4.459 -4.263 0.09
H -3.466 4.958 -6.801 0.08
H -3.307 3.588 -5.691 0.08
H -1.942 4.706 -5.918 0.08
C 5.129 -5.459 0.714 -0.02
C 6.631 -5.388 0.584 -0.51
O 7.325 -4.929 1.458 0.06
C 7.226 -5.920 -0.700 -0.03
H 4.824 -5.049 1.673 0.08
H 4.655 -4.893 -0.089 0.09
H 4.795 -6.496 0.638 0.08
H 6.826 -5.370 -1.553 0.08
H 6.979 -6.976 -0.818 0.08
H 8.307 -5.803 -0.670 0.07
```

Computed properties:
**Multiplicity**: 1
**E_HOMO**: -4.47 eV
**Net charge**: -1

Least stable = 1

--- 1 ---
# C25H29N3O5

One molecule with the formula C25H29N3O5 (ωB97M-V/def2-TZVPD, the Open Molecules 2025 dataset).

```
62
Properties=species:S:1:pos:R:3:nbo_charge:R:1
C -3.163 -0.510 4.033 -0.61
C -2.128 0.581 4.291 -0.22
N -1.240 0.742 3.155 -0.41
C -1.659 1.475 2.085 0.03
C -0.912 1.649 0.972 -0.12
C -1.372 2.447 -0.204 0.67
O -0.821 3.481 -0.535 -0.62
N -2.428 1.948 -0.900 -0.43
C -3.061 0.669 -0.672 -0.23
C -2.946 -0.178 -1.960 -0.23
N -1.765 0.177 -2.698 -0.44
C -0.549 -0.484 -2.588 0.12
C 0.384 -0.307 -3.612 -0.24
C 1.607 -0.947 -3.616 -0.22
C 1.929 -1.811 -2.590 -0.23
C 1.025 -2.009 -1.560 -0.30
C -0.197 -1.358 -1.534 0.32
O -1.095 -1.522 -0.499 -0.55
C -0.794 -2.437 0.524 -0.25
C -1.817 1.535 -3.208 -0.22
C -2.630 2.432 -2.248 -0.24
C 0.397 1.058 0.918 -0.04
C 1.267 1.209 -0.160 -0.24
C 2.517 0.615 -0.197 0.30
O 3.226 0.900 -1.314 -0.49
C 4.534 0.415 -1.518 -0.24
C 2.922 -0.200 0.893 0.29
O 4.149 -0.808 0.831 -0.52
C 4.566 -1.591 1.923 -0.25
C 2.067 -0.345 1.965 -0.29
C 0.814 0.274 2.004 -0.11
C -0.026 0.070 3.175 0.64
O 0.278 -0.633 4.128 -0.65
H -3.764 -0.274 3.157 0.20
H -3.820 -0.608 4.893 0.22
H -2.661 -1.461 3.869 0.22
H -1.505 0.302 5.144 0.25
H -2.618 1.536 4.495 0.20
H -2.637 1.924 2.185 0.21
H -2.564 0.157 0.149 0.24
H -4.116 0.827 -0.414 0.18
H -3.807 0.012 -2.613 0.19
H -2.933 -1.237 -1.717 0.24
H 0.129 0.336 -4.440 0.21
H 2.297 -0.778 -4.428 0.21
H 2.871 -2.337 -2.582 0.21
H 1.296 -2.672 -0.754 0.22
H -1.655 -2.420 1.192 0.20
H -0.665 -3.452 0.134 0.18
H 0.097 -2.142 1.086 0.19
H -2.274 1.556 -4.207 0.19
H -0.801 1.928 -3.277 0.22
H -2.278 3.462 -2.304 0.25
H -3.699 2.404 -2.475 0.19
H 0.993 1.827 -0.999 0.24
H 4.833 0.816 -2.486 0.19
H 4.561 -0.675 -1.551 0.18
H 5.222 0.772 -0.749 0.18
H 4.626 -1.002 2.842 0.18
H 3.901 -2.446 2.083 0.18
H 5.559 -1.951 1.658 0.20
H 2.332 -0.942 2.823 0.25
```

Computed properties:
**Structure (SMILES)**: CCn1cc(C(=O)N2CCN(c3ccccc3OC)CC2)c2cc(OC)c(OC)cc2c1=O
**Multiplicity**: 1
**E_HOMO**: -7.40 eV

--- 2 ---
# C25H29N3O5

One molecule with the formula C25H29N3O5 (ωB97M-V/def2-TZVPD, the Open Molecules 2025 dataset).

```
62
Properties=species:S:1:pos:R:3:nbo_charge:R:1
C 4.864 -2.389 4.113 -0.25
O 3.571 -1.838 4.174 -0.51
C 3.092 -1.189 3.079 0.38
C 3.812 -0.949 1.913 -0.34
C 3.211 -0.293 0.854 -0.15
C 1.893 0.134 0.925 -0.09
C 1.281 0.836 -0.267 -0.25
N -0.160 0.935 -0.199 -0.42
C -0.692 2.142 0.418 -0.31
C -0.867 3.237 -0.649 0.67
O -0.087 4.160 -0.764 -0.63
N -1.940 3.031 -1.425 -0.62
C -2.275 3.855 -2.564 -0.07
C -2.155 3.054 -3.881 -0.41
C -3.527 3.140 -4.554 -0.40
C -4.492 3.328 -3.388 -0.40
C -3.743 4.311 -2.493 -0.41
C -1.028 0.054 -0.714 0.69
O -2.237 0.264 -0.723 -0.67
C -0.489 -1.223 -1.354 -0.33
N 0.369 -2.052 -0.530 -0.43
C 1.614 -2.337 -0.986 0.68
O 2.085 -1.822 -1.982 -0.62
C 2.364 -3.410 -0.217 -0.15
O 2.098 -3.464 1.162 -0.48
C 0.790 -3.279 1.509 0.28
C 0.375 -3.748 2.746 -0.23
C -0.934 -3.568 3.154 -0.21
C -1.832 -2.927 2.321 -0.23
C -1.423 -2.442 1.090 -0.19
C -0.107 -2.602 0.675 0.07
C 1.183 -0.099 2.096 -0.21
C 1.773 -0.746 3.161 -0.26
H 5.628 -1.615 3.990 0.18
H 5.015 -2.892 5.067 0.20
H 4.948 -3.119 3.301 0.18
H 4.835 -1.274 1.813 0.22
H 3.775 -0.121 -0.051 0.21
H 1.583 0.324 -1.184 0.24
H 1.673 1.857 -0.329 0.24
H -1.658 1.908 0.872 0.24
H 0.006 2.491 1.178 0.23
H -2.484 2.187 -1.282 0.43
H -1.585 4.701 -2.534 0.24
H -1.919 2.015 -3.642 0.21
H -1.361 3.439 -4.517 0.22
H -3.570 4.011 -5.209 0.20
H -3.750 2.254 -5.147 0.21
H -4.639 2.381 -2.867 0.20
H -5.464 3.705 -3.702 0.21
H -4.106 4.316 -1.467 0.22
H -3.833 5.320 -2.895 0.21
H -1.361 -1.803 -1.675 0.23
H 0.096 -0.960 -2.242 0.27
H 2.114 -4.376 -0.690 0.20
H 3.437 -3.240 -0.328 0.23
H 1.100 -4.240 3.373 0.23
H -1.249 -3.932 4.119 0.22
H -2.857 -2.790 2.627 0.22
H -2.135 -1.926 0.469 0.23
H 0.151 0.208 2.181 0.22
H 1.221 -0.936 4.067 0.23
```

Computed properties:
**Structure (SMILES)**: COc1ccc(CN(CC(=O)NC2CCCC2)C(=O)CN2C(=O)COc3ccccc32)cc1
**Multiplicity**: 1
**E_HOMO**: -8.40 eV

Least stable = 1